i.
A molecular structure, C2H2NO3S. Source: OMol25; level of theory: ωB97M-V with the def2-TZVPD basis set.

Geometry as XYZ:
```
9
C2H2NO3S (ωB97M-V with the def2-TZVPD basis set)
S -1.884 -1.837 0.446
O 0.918 1.587 -1.791
O 0.512 -1.343 1.519
O 1.848 -0.115 -0.805
N 0.966 0.686 -1.008
C -0.406 -0.947 0.837
C -0.436 0.423 0.190
H -1.326 0.494 -0.417
H -0.192 1.052 1.029
```

Calculated values
Net charge: -1
Orbital gap in eV: 7.54
HOMO level in eV: -3.7
LUMO energy in eV: 3.86

=====

ii.
A gas-phase ion, C2H2NO3S (charge -1). Source: OMol25; level of theory: ωB97M-V with the def2-TZVPD basis set.

Geometry as XYZ:
```
9
C2H2NO3S (ωB97M-V with the def2-TZVPD basis set)
S 0.313 1.761 -0.048
O 1.225 0.321 0.408
O 0.705 2.229 -1.380
O -1.901 -1.169 0.221
N -1.110 1.072 0.031
C -0.981 -0.390 0.164
C 0.477 -0.756 0.230
H 0.452 -1.660 0.962
H 0.819 -1.407 -0.590
```

Calculated values
Net charge: -1
Orbital gap in eV: 8.40
HOMO level in eV: -4.4
LUMO energy in eV: 3.98

=====

Unit: kJ/mol. Relative energies: i 239.1; ii 0.0.

=====

i.
2 unconnected molecules or ions with the total composition C6H15NO. Source: OMol25; level of theory: ωB97M-V with the def2-TZVPD basis set.

Geometry as XYZ:
```
23
C6H15NO (ωB97M-V with the def2-TZVPD basis set)
O -2.336 -2.279 -1.149
N -0.261 -1.410 0.910
C -0.165 -0.528 2.095
C 0.350 0.895 -2.010
C 0.410 -0.803 -0.211
C 1.221 -0.367 2.673
C 0.033 2.382 -1.874
C -0.283 0.042 -0.983
H -2.638 -1.491 -1.591
H 1.454 0.760 -2.013
H 0.986 2.938 -1.879
H -1.935 -2.138 -0.288
H 2.072 -0.082 2.048
H 0.198 -2.318 1.019
H 0.062 0.499 -3.005
H -0.542 2.747 -1.041
H -0.975 -0.706 2.807
H -0.311 0.492 1.732
H 1.191 0.502 3.329
H 1.665 -1.167 3.280
H 1.493 -0.942 -0.193
H -0.337 2.750 -2.844
H -1.351 0.223 -0.810
```

Calculated values
Net charge: +1
<S²>: 0.76
Spin multiplicity: 2
Orbital gap (spin up / spin down) in eV: 11.07 / 6.47
HOMO level (spin up / spin down) in eV: -14.9 / -14.8
LUMO energy (spin up / spin down) in eV: -3.81 / -8.32

=====

ii.
2 unconnected molecules or ions with the total composition C6H15NO. Source: OMol25; level of theory: ωB97M-V with the def2-TZVPD basis set.

Geometry as XYZ:
```
23
C6H15NO (ωB97M-V with the def2-TZVPD basis set)
O 3.515 0.355 -0.487
N 0.535 1.317 -0.925
C -1.640 -2.255 0.435
C 0.312 -0.731 0.226
C 0.101 2.214 0.257
C -1.415 2.068 0.696
C -0.131 -2.191 0.212
C 0.382 -0.123 -0.928
H 1.042 1.892 0.938
H -1.468 2.422 1.700
H -1.913 2.646 -0.137
H 0.073 -2.647 -0.770
H 0.359 3.249 -0.140
H -2.148 -3.117 -0.198
H -1.525 1.007 0.520
H 0.265 -2.958 0.902
H 0.554 -0.599 -1.873
H 0.518 -0.424 1.267
H 3.741 -0.516 -0.544
H 0.368 1.722 -1.801
H -2.052 -2.568 1.424
H -2.163 -1.368 0.061
H 2.689 0.604 -0.836
```

Calculated values
Net charge: +1
<S²>: 0.77
Spin multiplicity: 2
Orbital gap (spin up / spin down) in eV: 11.11 / 7.60
HOMO level (spin up / spin down) in eV: -14.7 / -15.0
LUMO energy (spin up / spin down) in eV: -3.60 / -7.42

=====

Unit: kJ/mol. Relative energies: i 0.0; ii 18.8.

=====

i.
A molecular structure, C6H12N4O2. Source: OMol25; level of theory: ωB97M-V with the def2-TZVPD basis set.

Geometry as XYZ:
```
24
C6H12N4O2 (ωB97M-V with the def2-TZVPD basis set)
O 0.785 -2.425 -1.567
O -1.642 2.336 1.451
N 1.001 -1.062 0.142
N -0.758 2.068 0.527
N -0.783 0.844 0.002
N 0.517 -2.344 -0.470
C 1.158 -0.098 -0.968
C -1.028 -0.116 0.773
C -0.895 0.298 -2.392
C 0.140 -0.774 1.266
C 0.869 -0.150 2.566
C 0.020 0.849 -1.200
H -1.434 -0.846 -2.082
H 0.992 1.085 2.748
H 2.027 -0.467 2.175
H 1.327 -0.683 -1.850
H -0.157 0.090 -3.206
H 0.533 -0.437 3.560
H -0.061 -1.745 1.640
H 2.264 0.559 -0.798
H -1.709 0.412 1.624
H -1.964 -0.708 0.399
H 0.342 1.902 -1.410
H -1.547 1.410 -2.928
```

Calculated values
Net charge: 0
Orbital gap in eV: 9.43
HOMO level in eV: -9.2
LUMO energy in eV: 0.28

=====

ii.
A single C6H12N4O2 molecule. Source: OMol25; level of theory: ωB97M-V with the def2-TZVPD basis set.

Geometry as XYZ:
```
24
C6H12N4O2 (ωB97M-V with the def2-TZVPD basis set)
O -2.632 1.824 0.924
O -3.594 -0.075 0.747
N -0.815 -0.630 0.324
N -2.453 -0.454 -1.588
N 0.459 0.007 0.412
N -2.743 0.740 0.466
C -0.779 1.279 -0.940
C -1.683 0.186 -0.533
C -0.677 -2.048 0.047
C 0.830 -0.044 1.798
C 0.394 1.182 -0.330
C 1.627 1.964 -0.492
H 0.790 -1.179 1.928
H 1.951 0.296 1.897
H 0.253 0.417 2.570
H -1.395 -2.643 0.563
H 1.519 2.800 -1.270
H -1.085 1.908 -1.809
H -2.775 -1.352 -1.436
H 2.045 2.503 0.362
H 0.221 -2.386 0.500
H -1.841 -0.559 -2.372
H 2.606 1.577 -0.837
H -0.576 -2.165 -1.029
```

Calculated values
Net charge: 0
SMILES string: CC1=C[C@](N)([N+](=O)[O-])N(C)N1C
Orbital gap in eV: 9.02
HOMO level in eV: -8.4
LUMO energy in eV: 0.66

=====

Unit: kJ/mol. Relative energies: i 515.7; ii 0.0.

=====

i.
A molecular structure, C48H46KN4O2PS2. Source: OMol25; level of theory: ωB97M-V with the def2-TZVPD basis set.

Geometry as XYZ:
```
104
C48H46KN4O2PS2 (ωB97M-V with the def2-TZVPD basis set)
K -0.533 -0.006 0.069
S -1.563 2.689 2.063
S 2.135 0.936 -0.557
P 0.825 -2.563 -1.007
O -1.717 -1.771 0.096
O -3.363 -2.046 -1.370
N 1.538 -0.463 2.512
N -1.610 2.629 4.688
N 1.384 -1.335 1.385
N -3.396 1.551 3.624
C -0.844 -4.894 2.548
C -2.325 -2.403 -0.801
C -1.134 0.808 -3.056
C 2.006 0.741 2.313
C -2.206 2.242 3.515
C 4.432 -3.363 1.578
C 3.226 3.358 2.395
C -0.779 -0.259 -4.044
C 3.106 -4.061 -0.294
C 1.830 -4.592 3.165
C 3.761 0.555 -1.110
C -0.117 -3.856 2.003
C -0.629 2.886 -1.931
C 1.679 -2.744 -2.619
C -1.743 -3.757 -1.157
C 0.089 -5.266 -1.466
C 3.014 2.702 1.201
C 2.168 1.516 3.516
C 3.652 -2.298 -3.945
C 5.907 -0.452 -0.763
C -2.316 0.723 -2.336
C 2.752 2.744 3.559
C 4.171 0.991 -2.368
C 5.452 0.722 -2.807
C 4.241 -4.228 0.477
C 4.636 -0.170 -0.308
C -2.627 -4.811 -1.338
C -2.381 3.084 5.822
C 3.001 -2.306 -2.729
C 1.235 -3.681 2.297
C -3.927 1.551 -0.619
C -0.367 -3.970 -1.237
C -0.295 1.892 -2.840
C 1.106 -5.642 3.703
C 0.305 4.034 -1.690
C -1.827 2.790 -1.240
C 2.421 1.452 1.127
C -0.234 -5.802 3.401
C 2.069 -3.229 0.093
C 1.677 -3.138 -5.002
C -2.666 1.699 -1.415
C 3.453 -2.540 2.015
C -0.793 -6.316 -1.632
C 2.049 -2.646 1.502
C 6.324 -0.002 -2.009
C 2.993 -2.714 -5.092
C -2.160 -6.089 -1.577
C 1.025 -3.146 -3.783
H -0.004 -3.478 -3.730
H 4.681 -1.966 -4.002
H -3.689 -4.605 -1.290
H 1.155 -3.463 -5.894
H 3.528 -1.995 -1.840
H 0.035 4.558 -0.777
H 3.628 -1.822 2.803
H -3.652 1.085 2.764
H -1.802 3.812 6.386
H 0.642 1.955 -3.378
H 3.321 3.171 0.270
H 4.291 -0.538 0.647
H -1.284 -1.185 -3.786
H 3.502 -2.716 -6.048
H -3.457 0.940 4.426
H -0.419 -7.316 -1.820
H -2.094 3.563 -0.531
H 1.598 -6.355 4.355
H -1.889 -5.003 2.284
H 1.807 1.054 4.426
H -0.731 3.095 4.522
H 3.726 4.320 2.429
H 1.153 -5.451 -1.516
H -4.131 0.494 -0.463
H -3.316 3.554 5.502
H -2.958 -0.136 -2.462
H 6.577 -1.034 -0.145
H 7.328 -0.219 -2.356
H 2.837 3.268 4.508
H -2.631 2.252 6.488
H 1.322 3.663 -1.586
H -4.774 1.989 -1.152
H 5.424 -3.311 2.023
H 2.879 -4.489 3.407
H 0.388 -1.551 1.356
H -0.800 -6.630 3.812
H 0.293 -0.439 -4.055
H 0.277 4.740 -2.523
H 5.782 1.086 -3.775
H -0.611 -3.181 1.318
H -1.090 0.034 -5.050
H -2.857 -6.909 -1.711
H 3.076 -4.544 -1.268
H 3.481 1.542 -2.994
H -3.830 2.054 0.341
H 5.026 -4.907 0.164
```

Calculated values
Net charge: -2
Orbital gap in eV: 3.75
HOMO level in eV: -0.2
LUMO energy in eV: 3.58

=====

ii.
A molecular structure, C48H46KN4O2PS2. Source: OMol25; level of theory: ωB97M-V with the def2-TZVPD basis set.

Geometry as XYZ:
```
104
C48H46KN4O2PS2 (ωB97M-V with the def2-TZVPD basis set)
K 1.316 -0.631 0.472
S 2.678 0.811 -5.378
S 1.474 -3.446 -2.322
P -0.374 2.253 0.508
O 2.109 1.665 0.833
O 4.030 2.599 0.111
N -2.487 -1.481 1.058
N 0.857 -0.698 -4.179
N -1.767 -1.213 0.088
N 0.126 1.299 -5.010
C 4.320 -1.813 0.201
C 0.529 5.741 -1.555
C -2.711 2.201 -0.954
C -4.154 4.006 0.553
C -1.233 2.485 4.479
C 1.949 3.651 -0.384
C 4.842 0.853 2.852
C -2.107 2.778 0.156
C 4.611 -2.013 -1.259
C 3.620 -2.779 0.927
C -0.517 -4.843 -1.059
C -3.686 -1.749 -3.604
C 3.341 -2.601 2.278
C -1.043 -6.477 -3.228
C -1.114 -1.169 4.958
C -2.374 -2.160 -3.414
C -0.142 4.708 -0.912
C 4.441 -0.439 2.197
C 1.145 0.436 -4.816
C -0.490 -1.248 2.547
C -0.042 -5.523 -3.308
C 4.716 -0.648 0.848
C -0.294 2.734 2.267
C 0.655 3.609 2.787
C 2.800 2.536 0.246
C 0.546 3.644 -0.317
C -1.228 2.163 3.130
C 1.914 5.735 -1.615
C 2.565 -3.638 3.044
C -2.457 -1.365 -1.151
C -0.288 3.364 4.989
C -0.185 -1.155 3.921
C -1.879 -1.375 2.362
C -2.473 -1.299 4.689
C 3.761 -1.427 2.899
C -1.794 -6.624 -2.068
C -2.857 -1.418 3.361
C 0.248 -4.676 -2.226
C -1.745 -1.940 -2.194
C -1.199 1.125 -4.460
C -2.857 3.678 0.917
C -4.005 2.530 -1.332
C 2.608 4.690 -1.030
C -1.519 -5.797 -0.984
C -3.776 -0.954 -1.330
C -4.731 3.440 -0.578
C -4.378 -1.136 -2.566
C 0.659 3.919 4.141
H -0.716 -2.258 -2.042
H -4.176 -1.909 -4.558
H 3.228 -4.234 3.679
H 3.505 -1.255 3.941
H 1.400 4.048 2.138
H 0.861 -1.043 4.221
H 4.571 -1.065 -1.800
H -1.173 0.986 -3.379
H -2.094 -5.883 -0.069
H 5.888 0.818 3.176
H -1.240 -7.112 -4.087
H 1.413 4.595 4.529
H -2.583 -7.366 -2.010
H 3.689 4.633 -1.058
H 5.617 -2.424 -1.395
H -1.704 0.257 -4.892
H 1.810 -3.173 3.679
H 2.052 -4.317 2.363
H -4.719 4.706 1.159
H 4.225 1.051 3.730
H -1.219 4.742 -0.882
H -5.747 3.694 -0.857
H -1.794 2.008 -4.680
H -3.204 -1.317 5.490
H -1.956 1.449 2.757
H -0.281 3.605 6.046
H 0.417 2.202 -5.341
H -1.830 -2.673 -4.200
H 0.534 -5.411 -4.219
H -2.417 4.125 1.799
H 2.446 6.533 -2.119
H 5.179 0.150 0.276
H 3.237 -3.654 0.410
H -0.774 -1.069 5.987
H -4.303 -0.492 -0.507
H 1.573 -1.394 -4.016
H 4.724 1.675 2.145
H -3.897 -1.547 3.079
H -2.162 1.454 -1.511
H -5.400 -0.808 -2.719
H -0.041 6.546 -2.005
H -0.068 -0.941 -3.858
H -0.317 -4.199 -0.209
H -1.961 2.013 5.128
H -4.450 2.048 -2.195
H 3.905 -2.708 -1.712
```

Calculated values
Net charge: -2
Orbital gap in eV: 6.05
HOMO level in eV: -2.1
LUMO energy in eV: 3.96

=====

Unit: kJ/mol. Relative energies: i 279.6; ii 0.0.

=====

i.
2 unconnected molecules or ions with the total composition C2H10N2OP. Source: OMol25; level of theory: ωB97M-V with the def2-TZVPD basis set.

Geometry as XYZ:
```
16
C2H10N2OP (ωB97M-V with the def2-TZVPD basis set)
P 3.189 -0.212 -0.264
O -1.519 -1.469 -0.238
N 1.287 0.047 -0.562
N -2.439 0.561 -0.657
C -1.866 -0.261 0.222
C 0.465 0.534 0.522
H 2.922 -1.104 0.783
H 0.677 0.025 1.455
H -1.273 -2.073 0.470
H 3.257 0.877 0.612
H 1.204 0.689 -1.356
H -2.884 1.414 -0.369
H -2.416 0.328 -1.638
H 0.487 1.608 0.621
H 0.945 -0.869 -0.876
H -2.036 -0.097 1.275
```

Calculated values
Net charge: +1
Orbital gap in eV: 7.56
HOMO level in eV: -11.1
LUMO energy in eV: -3.58

=====

ii.
2 unconnected molecules or ions with the total composition C2H10N2OP. Source: OMol25; level of theory: ωB97M-V with the def2-TZVPD basis set.

Geometry as XYZ:
```
16
C2H10N2OP (ωB97M-V with the def2-TZVPD basis set)
P -2.264 0.462 0.702
O 2.859 -0.413 0.611
N 0.724 -0.885 0.261
N -1.944 -1.086 -0.091
C 1.695 -0.085 0.197
C 1.306 1.200 -0.420
H 3.610 0.291 0.474
H 2.131 2.026 -0.306
H 0.836 -1.833 0.627
H -0.337 -0.997 -0.069
H -2.300 -1.853 0.493
H 0.377 1.700 0.030
H -2.359 -1.247 -0.994
H -3.605 0.465 0.594
H 1.241 1.070 -1.458
H -1.969 1.185 -0.651
```

Calculated values
Net charge: +1
Orbital gap in eV: 10.70
HOMO level in eV: -13.8
LUMO energy in eV: -3.10

=====

Unit: kJ/mol. Relative energies: i 190.3; ii 0.0.